C4H13N2 | ωB97M-V/def2-TZVPD

Last column: natural (NBO) charge in e.
Positions of all 19 atoms, in Å:
C: -0.971 1.083 1.357  -0.6396
C: -0.579 0.905 -0.105  -0.0359
C: 0.949 0.705 -0.375  -0.4357
C: 1.506 -0.610 0.150  -0.2263
N: 0.757 -1.711 -0.570  -0.7991
N: -1.362 -0.255 -0.671  -0.7793
H: -0.582 0.289 1.988  0.2167
H: -2.061 1.198 1.354  0.2241
H: -0.690 2.045 1.765  0.2498
H: -0.855 1.820 -0.631  0.2130
H: 1.013 0.865 -1.447  0.2265
H: 1.432 1.488 0.194  0.2506
H: 1.479 -0.832 1.204  0.2282
H: 2.505 -0.765 -0.229  0.2279
H: 0.585 -2.490 0.029  0.4030
H: 1.134 -2.139 -1.402  0.4141
H: -1.523 -0.086 -1.653  0.4067
H: -2.261 -0.337 -0.251  0.4179
H: -0.474 -1.173 -0.705  0.4374

## Properties
**F_max**: 2.962 eV Å⁻¹
**E**: -7332.677 eV
**Total charge**: +1
**HOMO-LUMO gap**: 11.8 eV
**Relative energy (zero: lowest compared OMol25 entry of this formula, charge and spin)**: 78.1 kJ/mol
**HOMO energy**: -14.678 eV

=====

C4H13N2 | ωB97M-V/def2-TZVPD

Last column: natural (NBO) charge in e.
Positions of all 19 atoms, in Å:
C: 1.042 -0.412 0.978  -0.2485
C: 0.964 0.699 -0.027  -0.4562
C: -0.412 1.224 -0.690  -0.4315
C: -1.183 -0.079 -1.222  -0.2507
N: -0.256 -1.245 -1.471  -0.8850
N: 0.029 -0.140 2.016  -0.6904
H: 0.898 -1.424 0.585  0.2391
H: 2.073 -0.260 1.325  0.2484
H: 1.618 0.329 -0.846  0.2690
H: 1.328 1.670 0.292  0.2278
H: -1.179 1.758 -0.043  0.2067
H: -0.072 1.913 -1.586  0.2489
H: -1.574 0.176 -2.252  0.2328
H: -2.011 -0.193 -0.499  0.1727
H: -0.312 -1.595 -2.397  0.3908
H: -0.246 -2.079 -0.812  0.3585
H: -0.895 -0.550 1.533  0.4644
H: -0.065 0.869 2.246  0.4547
H: 0.251 -0.662 2.869  0.4487

## Properties
**F_max**: 3.169 eV Å⁻¹
**E**: -7330.956 eV
**Total charge**: +1
**SMILES**: NCCCC[NH3+]
**HOMO-LUMO gap**: 9.1 eV
**Relative energy (zero: lowest compared OMol25 entry of this formula, charge and spin)**: 244.2 kJ/mol
**HOMO energy**: -12.963 eV

=====

C4H13N2 | ωB97M-V/def2-TZVPD

Last column: natural (NBO) charge in e.
Positions of all 19 atoms, in Å:
C: -1.265 -0.944 -0.135  -0.2480
N: -1.215 -0.630 -1.659  -0.8898
C: -0.381 0.024 0.717  -0.0596
N: 0.624 0.435 -0.334  -0.5594
C: 1.351 1.763 -0.440  -0.4054
C: 0.296 -0.678 1.856  -0.6360
H: -2.338 -0.964 0.027  0.2451
H: -0.944 -1.980 0.071  0.2220
H: -2.188 -0.473 -1.930  0.4112
H: -0.637 -1.101 -2.352  0.4066
H: -0.684 0.989 1.078  0.2312
H: 1.301 -0.297 -0.576  0.4127
H: -0.010 0.446 -1.241  0.4664
H: 2.283 1.553 0.072  0.2277
H: 1.476 1.965 -1.492  0.2290
H: 0.742 2.582 -0.043  0.2370
H: -0.419 -1.031 2.598  0.2558
H: 0.888 -1.480 1.404  0.2089
H: 1.121 -0.180 2.378  0.2445

## Properties
**F_max**: 2.734 eV Å⁻¹
**E**: -7331.685 eV
**Total charge**: +1
**SMILES**: C[NH2+][C@H](C)CN
**HOMO-LUMO gap**: 11.5 eV
**Relative energy (zero: lowest compared OMol25 entry of this formula, charge and spin)**: 173.9 kJ/mol
**HOMO energy**: -14.457 eV

=====

C4H13N2 | ωB97M-V/def2-TZVPD

Last column: natural (NBO) charge in e.
Positions of all 19 atoms, in Å:
C: 2.108 0.484 0.590  -0.6521
C: 0.580 0.578 0.487  -0.0610
C: 0.062 -0.914 0.328  -0.4178
C: -1.407 -1.305 0.058  -0.2443
N: -1.864 -0.466 -1.074  -0.8887
N: 0.036 1.477 -0.564  -0.7042
H: 2.663 0.781 -0.201  0.2265
H: 2.378 1.286 1.293  0.2353
H: 2.528 -0.461 0.922  0.2587
H: 0.106 0.888 1.595  0.2270
H: 0.299 -1.406 1.384  0.2464
H: 0.802 -1.334 -0.513  0.2110
H: -1.368 -2.388 -0.187  0.2201
H: -1.984 -1.104 0.933  0.2072
H: -1.818 -0.990 -2.022  0.3977
H: -2.759 -0.207 -0.911  0.3741
H: 0.573 1.420 -1.407  0.4453
H: -0.933 1.192 -0.530  0.4780
H: -0.001 2.471 -0.182  0.4407

## Properties
**F_max**: 4.634 eV Å⁻¹
**E**: -7331.244 eV
**Total charge**: +1
**SMILES**: C[C@@H]([NH3+])CCN
**HOMO-LUMO gap**: 10.7 eV
**Relative energy (zero: lowest compared OMol25 entry of this formula, charge and spin)**: 216.4 kJ/mol
**HOMO energy**: -13.936 eV

=====

C4H13N2 | ωB97M-V/def2-TZVPD

Last column: natural (NBO) charge in e.
Positions of all 19 atoms, in Å:
N: -0.821 -1.673 -0.959  -0.8770
C: -0.333 -0.626 -1.886  -0.2545
C: 0.449 0.437 -0.935  -0.2612
N: -0.527 0.751 0.101  -0.5662
C: 0.007 1.032 1.437  -0.2251
C: 1.044 -0.070 1.950  -0.6375
H: -0.622 -2.603 -1.497  0.4219
H: -1.873 -1.522 -1.082  0.3792
H: -0.923 -0.222 0.226  0.4666
H: 0.502 -0.915 -2.646  0.2354
H: -1.089 -0.057 -2.513  0.2129
H: 0.746 1.207 -1.577  0.2341
H: 1.462 0.121 -0.489  0.2451
H: -1.222 1.558 0.040  0.4601
H: -0.958 1.178 2.050  0.2196
H: 0.455 2.073 1.394  0.2231
H: 1.924 0.241 1.446  0.2228
H: 1.123 0.176 3.086  0.2579
H: 0.656 -1.086 1.855  0.2428

## Properties
**F_max**: 4.344 eV Å⁻¹
**E**: -7330.990 eV
**Total charge**: +1
**SMILES**: CC[NH2+]CCN
**HOMO-LUMO gap**: 11.8 eV
**Relative energy (zero: lowest compared OMol25 entry of this formula, charge and spin)**: 240.9 kJ/mol
**HOMO energy**: -14.925 eV

=====

C4H13N2 | ωB97M-V/def2-TZVPD

Last column: natural (NBO) charge in e.
Positions of all 19 atoms, in Å:
C: -1.780 -1.036 0.641  -0.4829
C: -0.599 0.226 -1.156  -0.0888
N: -1.458 -0.801 -0.742  -0.1150
H: -0.946 -1.570 1.134  0.3025
H: -2.686 -1.640 0.685  0.3075
H: -1.857 -0.083 1.168  0.2768
H: -0.697 1.138 -0.577  0.2768
H: -0.478 0.314 -2.230  0.2841
H: -1.666 -1.607 -1.342  0.4578
C: 1.113 0.927 1.593  -0.6390
C: 1.652 0.913 0.181  -0.2346
N: 0.975 -0.126 -0.680  -0.4957
H: 1.210 -0.082 2.001  0.2231
H: 1.698 1.634 2.172  0.2981
H: 0.055 1.192 1.655  0.2116
H: 1.614 1.877 -0.328  0.2525
H: 2.703 0.611 0.131  0.2678
H: 1.508 -0.247 -1.548  0.4608
H: 0.996 -1.053 -0.243  0.4365

## Properties
**F_max**: 2.989 eV Å⁻¹
**E**: -7318.626 eV
**Total charge**: +2
**<S²>**: 0.76
**HOMO-LUMO gap (spin up / spin down)**: 13.4 / 7.7 eV
**Relative energy (zero: lowest compared OMol25 entry of this formula, charge and spin)**: 136.0 kJ/mol
**2S+1**: 2
**HOMO energy (spin up / spin down)**: -21.000 / -21.118 eV

=====

C4H13N2O | ωB97M-V/def2-TZVPD

Last column: natural (NBO) charge in e.
Positions of all 20 atoms, in Å:
C: 1.994 -0.237 -0.568  -0.4385
N: 1.617 1.017 0.086  -0.6750
C: 0.442 1.652 -0.516  -0.0790
N: 0.548 1.943 -1.931  -0.8462
H: 2.854 -0.643 -0.031  0.1801
H: 1.143 -0.937 -0.505  0.2214
H: 2.272 -0.089 -1.613  0.1541
H: 1.295 0.716 1.001  0.3929
H: 0.272 2.581 0.030  0.1534
H: -0.443 1.033 -0.319  0.2278
H: 1.409 2.447 -2.114  0.3356
H: 0.588 1.087 -2.467  0.3457
C: -1.240 -1.822 1.262  -0.0229
O: -0.551 -0.651 1.076  -1.0010
C: -2.683 -1.651 0.758  -0.6383
H: -1.296 -2.114 2.333  0.0800
H: -0.731 -2.646 0.697  0.0787
H: -3.374 -2.457 1.056  0.1557
H: -2.695 -1.522 -0.326  0.1825
H: -3.066 -0.753 1.243  0.1928

## Properties
**F_max**: 1.351 eV Å⁻¹
**E**: -9385.909 eV
**Total charge**: -1
**HOMO-LUMO gap**: 6.9 eV
**Relative energy (zero: lowest compared OMol25 entry of this formula, charge and spin)**: 92.0 kJ/mol
**HOMO energy**: -2.671 eV

=====

C4H13N2O | ωB97M-V/def2-TZVPD

Last column: natural (NBO) charge in e.
Positions of all 20 atoms, in Å:
C: -0.513 1.224 1.293  -0.0234
O: 0.784 0.779 1.389  -0.9753
C: -1.226 0.659 2.538  -0.6482
H: -1.072 0.820 0.397  0.0638
H: -0.683 2.320 1.341  0.0865
H: -2.299 0.793 2.592  0.1562
H: -0.702 1.125 3.348  0.1914
H: -0.931 -0.418 2.465  0.1971
N: -0.648 0.016 -2.523  -0.8493
C: 0.599 -0.052 -1.752  -0.2462
C: 0.621 -1.369 -1.006  -0.2121
N: 1.785 -1.299 -0.100  -0.8834
H: -0.471 0.554 -3.408  0.3312
H: -1.202 0.698 -2.011  0.3510
H: 0.654 0.736 -1.006  0.2301
H: 1.489 -0.025 -2.414  0.1648
H: -0.353 -1.480 -0.453  0.1574
H: 0.714 -2.193 -1.697  0.1606
H: 1.499 -0.686 0.653  0.4282
H: 1.954 -2.202 0.355  0.3197

## Properties
**F_max**: 2.247 eV Å⁻¹
**E**: -9385.882 eV
**Total charge**: -1
**HOMO-LUMO gap**: 7.0 eV
**Relative energy (zero: lowest compared OMol25 entry of this formula, charge and spin)**: 94.6 kJ/mol
**HOMO energy**: -2.850 eV

=====

C4H13N2O | ωB97M-V/def2-TZVPD

Last column: natural (NBO) charge in e.
Positions of all 20 atoms, in Å:
N: 1.288 -3.103 -0.590  -0.9233
C: 1.176 -1.864 0.263  0.1302
O: -0.037 -1.643 0.715  -0.9759
H: 0.816 -2.882 -1.479  0.3207
H: 0.697 -3.805 -0.185  0.3291
H: 1.898 -2.123 1.098  0.0387
H: 1.617 -0.986 -0.262  0.0866
C: -1.332 0.877 -0.071  -0.2206
C: -0.144 1.614 0.446  -0.4653
C: 0.703 2.264 -0.682  -1.3251
N: -2.092 0.268 0.998  -0.8856
H: -0.900 0.125 -0.821  0.1747
H: -2.083 1.559 -0.614  0.1396
H: 0.534 0.877 0.888  0.2074
H: -0.463 2.370 1.159  0.1657
H: 0.170 2.915 -1.354  0.1452
H: 1.114 1.404 -1.253  0.1772
H: 1.584 2.788 -0.176  0.1474
H: -1.540 -0.554 1.297  0.4180
H: -3.007 -0.103 0.622  0.3152

## Properties
**F_max**: 2.357 eV Å⁻¹
**E**: -9381.896 eV
**Total charge**: -2
**<S²>**: 0.75
**HOMO-LUMO gap (spin up / spin down)**: 2.6 / 7.2 eV
**Relative energy (zero: lowest compared OMol25 entry of this formula, charge and spin)**: 43.8 kJ/mol
**2S+1**: 2
**HOMO energy (spin up / spin down)**: 4.364 / -0.278 eV

=====

C4H13N2O | ωB97M-V/def2-TZVPD

Last column: natural (NBO) charge in e.
Positions of all 20 atoms, in Å:
C: 0.174 -0.945 1.330  -0.2795
C: 0.321 -1.993 0.251  -0.4493
C: 0.453 -1.410 -1.133  -0.3969
C: -0.633 -0.811 -1.718  0.0338
N: -0.439 -0.001 -2.817  -0.8125
N: 1.295 0.042 1.305  -1.0998
H: -0.693 -0.310 1.104  0.2032
H: 0.015 -1.336 2.331  0.2220
H: -0.629 -2.561 0.296  0.2091
H: 1.140 -2.662 0.503  0.2225
H: 1.264 -1.717 -1.781  0.2156
H: -1.656 -1.056 -1.465  0.1983
H: 0.472 -0.039 -3.228  0.3839
H: -1.127 0.571 -3.257  0.3948
H: 1.086 0.997 1.663  0.3320
H: 1.672 0.131 0.334  0.3558
H: 2.120 -0.329 1.836  0.2792
H: -2.340 4.500 1.279  0.4588
H: -0.988 4.860 1.700  0.4635
O: -1.507 4.069 1.466  -0.9346

## Properties
**F_max**: 1.790 eV Å⁻¹
**E**: -9382.224 eV
**Total charge**: 0
**<S²>**: 0.75
**HOMO-LUMO gap (spin up / spin down)**: 4.1 / 8.7 eV
**Relative energy (zero: lowest compared OMol25 entry of this formula, charge and spin)**: 237.9 kJ/mol
**2S+1**: 2
**HOMO energy (spin up / spin down)**: -3.142 / -7.904 eV

=====

C4H13N2O | ωB97M-V/def2-TZVPD

Last column: natural (NBO) charge in e.
Positions of all 20 atoms, in Å:
C: -1.387 -0.977 -0.796  -0.0903
O: -2.355 -1.430 0.118  -0.7425
C: -0.433 -0.009 -0.193  -0.0535
C: 0.811 0.154 -1.055  -0.4687
C: 1.814 1.155 -0.432  -0.2349
N: 1.556 1.855 0.931  -0.9082
N: 0.015 -0.697 1.136  -0.7343
H: -0.745 -1.875 -1.083  0.1688
H: -1.829 -0.576 -1.696  0.2211
H: -3.255 -1.293 -0.194  0.5125
H: -0.912 0.937 0.039  0.2490
H: 1.364 -0.746 -1.377  0.2451
H: 0.484 0.482 -2.085  0.2554
H: 2.792 0.704 -0.222  0.2068
H: 1.880 1.987 -1.127  0.2303
H: 0.571 0.083 1.486  0.4670
H: 1.375 1.422 1.824  0.3471
H: 2.177 2.646 0.968  0.4068
H: -0.935 -0.782 1.551  0.4629
H: 0.186 -1.680 0.919  0.4596

## Properties
**F_max**: 4.254 eV Å⁻¹
**E**: -9378.439 eV
**Total charge**: +1
**SMILES**: NCC[C@H]([NH3+])CO
**HOMO-LUMO gap**: 10.0 eV
**Relative energy (zero: lowest compared OMol25 entry of this formula, charge and spin)**: 303.4 kJ/mol
**HOMO energy**: -13.133 eV

=====

C4H13N2O | ωB97M-V/def2-TZVPD

Last column: natural (NBO) charge in e.
Positions of all 20 atoms, in Å:
C: 2.737 -0.730 1.375  -0.7093
C: 1.245 -0.810 1.028  0.7099
O: 0.769 -0.099 0.127  -0.7195
N: 0.549 -1.928 1.359  -0.7957
H: 3.298 -0.404 0.509  0.2621
H: 2.905 -1.727 1.754  0.2217
H: -0.121 -2.189 0.603  0.3987
H: 1.039 -2.691 1.805  0.4051
H: 3.055 0.072 2.097  0.2643
C: -2.084 1.422 -1.445  -0.2013
C: -1.790 1.796 -0.020  -0.6744
N: -1.147 0.299 -1.992  -0.7344
H: -3.136 1.001 -1.489  0.2205
H: -2.084 2.139 -2.263  0.2230
H: -2.692 1.773 0.559  0.2502
H: -1.144 2.655 -0.040  0.2446
H: -0.805 -0.333 -1.170  0.4873
H: -1.635 -0.033 -2.816  0.4392
H: -0.220 0.706 -2.429  0.4484
H: -1.071 1.089 0.447  0.2595

## Properties
**F_max**: 2.858 eV Å⁻¹
**E**: -9379.904 eV
**Total charge**: +1
**HOMO-LUMO gap**: 10.6 eV
**Relative energy (zero: lowest compared OMol25 entry of this formula, charge and spin)**: 162.1 kJ/mol
**HOMO energy**: -13.888 eV